Record 1
ORCA calculation (ωB97M-V with the def2-TZVPD basis set) on 2 unconnected molecules or ions with the total composition CH2Cl2FNS in a non-equilibrium geometry.

Output
Max |F|: 3.1 eV/A
ΔE to the lowest compared entry with this formula, charge and spin: 40.7 kcal per mole
SMILES: FC(Cl)Cl.N=S
HOMO-LUMO gap (alpha / beta): 7.439 / 7.432 eV

Last column: natural (NBO) charge in e.
Geometry (Å):
F -3.42 0.63 -0.99  -0.33
C -2.55 0.20 -0.04  0.15
Cl -3.45 -0.80 1.13  -0.02
Cl -1.34 -0.77 -0.93  -0.01
H -2.26 1.09 0.53  0.21
N 3.29 -2.09 0.16  -0.81
S 2.18 -1.10 0.37  0.44
H 3.21 -3.12 0.25  0.36



Record 2
ORCA calculation (ωB97M-V with the def2-TZVPD basis set) on 2 unconnected molecules or ions with the total composition CH2Cl2OSi in a non-equilibrium geometry.

Output
Max |F|: 4.6 eV/A
ΔE to the lowest compared entry with this formula, charge and spin: 71.6 kcal per mole
HOMO-LUMO gap (alpha / beta): 5.988 / 8.872 eV

Last column: natural (NBO) charge in e.
Geometry (Å):
C 0.22 2.05 -0.02  0.34
O 0.74 1.23 0.56  -0.47
Si -0.61 -1.48 -2.17  0.93
Cl -0.82 0.54 -2.39  -0.35
Cl -2.12 -2.36 -1.17  -0.37
H -0.30 1.88 -1.11  0.11
H 0.42 -1.74 -1.26  -0.20



Record 3
ORCA calculation (ωB97M-V with the def2-TZVPD basis set) on 2 unconnected molecules or ions with the total composition CH2Cl2S2 in a non-equilibrium geometry.

Output
Max |F|: 2.5 eV/A
ΔE to the lowest compared entry with this formula, charge and spin: 50.2 kcal per mole
HOMO-LUMO gap (alpha / beta): 8.541 / 6.829 eV

Last column: natural (NBO) charge in e.
Geometry (Å):
C -2.30 0.27 -0.19  -0.28
S 3.21 0.32 0.50  0.02
S 1.78 -1.09 0.62  -0.13
Cl -1.09 1.15 0.70  0.02
Cl -2.96 -1.15 0.38  0.07
H -2.02 0.17 -1.25  0.19
H 3.38 0.33 -0.76  0.10